one) 13
Properties=species:S:1:pos:R:3:mulliken_charge:R:1 method="wB97M-V/def2-TZVPD" lumo_ev=1.0 smiles="ClC1CC=CC1" homo_lumo_gap_ev=10.73
Cl 2.330 -0.008 -0.584 -0.2513
C 0.860 -0.100 0.656 -0.0343
C 0.008 1.151 0.436 -1.1834
C -0.815 0.716 -0.791 -0.0954
C -0.874 -0.570 -0.907 -0.2955
C -0.183 -1.196 0.306 -0.4960
H 1.366 -0.447 1.667 0.3560
H -0.367 1.359 1.198 0.5332
H 0.478 2.158 0.187 0.3112
H -1.176 1.455 -1.579 0.3030
H -1.156 -1.293 -1.944 0.1978
H 0.419 -2.046 0.102 0.3917
H -0.890 -1.182 1.252 0.2630

***

two) 13
Properties=species:S:1:pos:R:3:mulliken_charge:R:1 method="wB97M-V/def2-TZVPD" lumo_ev=1.1 smiles="C=C(Cl)C1CC1" homo_lumo_gap_ev=10.35
C 1.283 1.467 -0.136 -0.7673
C 1.141 0.192 0.182 0.2007
Cl 2.512 -0.816 0.046 -0.1974
C -0.061 -0.469 0.607 -0.0809
C -1.412 0.058 0.154 -0.6103
C -0.869 -1.142 -0.493 -0.5260
H 2.176 1.834 -0.619 0.2675
H 0.484 2.190 0.110 0.2709
H 0.001 -0.987 1.571 0.3594
H -2.202 -0.121 0.834 0.2708
H -1.348 0.954 -0.411 0.2907
H -1.264 -2.132 -0.364 0.2784
H -0.441 -1.029 -1.482 0.2436

***

Most favorable structure: two). The second most favorable one is 42.9 kcal/mol above it.

***

one) 14
Properties=species:S:1:pos:R:3:mulliken_charge:R:1 method="wB97M-V/def2-TZVPD" lumo_ev=0.7 smiles=NCO.CS homo_lumo_gap_ev=9.81
N 0.999 -1.902 1.772 -0.4920
C 1.289 -0.560 2.159 -0.2890
O 1.038 0.389 1.131 -0.4174
H 0.005 -2.085 1.828 0.2062
H 1.540 -2.255 0.994 0.2218
H 0.765 -0.305 3.046 0.3284
H 2.503 -0.630 2.228 0.2444
H 0.135 0.102 0.783 0.1790
C -0.742 1.227 -2.591 -0.6584
S -1.227 0.473 -1.100 -0.2078
H -1.542 2.053 -2.804 0.2599
H 0.192 1.807 -2.244 0.1976
H -0.644 0.513 -3.431 0.3139
H -1.904 -0.572 -1.668 0.1134

***

two) 14
Properties=species:S:1:pos:R:3:mulliken_charge:R:1 method="wB97M-V/def2-TZVPD" lumo_ev=1.0 smiles=NCO.CS homo_lumo_gap_ev=10.05
N 3.333 -3.601 1.293 -0.5619
C 3.178 -2.509 0.370 -0.1559
O 2.995 -1.208 0.992 -0.5382
H 4.165 -3.438 1.840 0.2168
H 3.316 -4.495 0.818 0.2220
H 4.077 -2.270 -0.196 0.2371
H 2.411 -2.664 -0.364 0.2898
H 3.014 -1.283 1.952 0.2902
C -4.530 3.308 -1.495 -0.7051
S -4.729 3.986 0.183 -0.1875
H -4.372 2.197 -1.620 0.2698
H -5.493 3.499 -2.005 0.2358
H -3.839 3.919 -2.084 0.2761
H -3.526 4.558 0.316 0.1109

***

Most favorable structure: two). The second most favorable one is 8.3 kcal/mol above it.

***

one) 50
Properties=species:S:1:pos:R:3:mulliken_charge:R:1 method="wB97M-V/def2-TZVPD" lumo_ev=0.3 homo_lumo_gap_ev=9.04
C -0.723 3.631 -1.147 -1.1942
C 0.200 2.842 -1.750 0.9054
C 1.532 2.625 -1.069 -0.9060
C 1.502 2.307 0.464 -1.6186
C 0.502 1.196 0.953 0.6805
C 0.595 1.328 2.479 -1.8061
C 0.674 -0.264 0.384 2.4391
C 2.158 -0.700 0.350 -2.3470
C -0.129 -1.272 1.321 -1.7949
C -0.476 -2.652 0.833 -0.2842
C -1.037 -3.535 1.915 0.1675
C -1.085 -3.340 3.247 -0.6248
C -1.669 -4.566 3.905 -0.4268
O -2.045 -5.397 2.792 -0.3233
C -1.684 -4.793 1.653 0.3002
O -1.878 -5.240 0.516 -0.6237
C 0.147 -0.416 -1.082 -1.6454
C -1.347 -0.078 -1.290 -0.4504
C -1.873 0.790 -2.227 -0.8732
C -1.083 1.405 -3.288 -0.3510
C -0.078 2.316 -3.115 -0.1387
C 0.705 2.803 -4.271 0.4193
O 1.555 3.646 -4.040 -0.5614
O 0.446 2.314 -5.533 -0.4656
H -1.636 3.854 -1.656 0.3749
H -0.562 4.000 -0.128 0.3070
H 2.154 3.510 -1.251 0.5009
H 2.065 1.841 -1.572 0.4148
H 1.278 3.241 0.984 0.5458
H 2.530 2.011 0.774 0.3538
H -0.475 1.524 0.674 0.4566
H -0.155 0.722 2.977 0.3732
H 0.445 2.384 2.806 0.4641
H 1.623 1.043 2.794 0.3073
H 2.780 -0.044 -0.257 0.4480
H 2.607 -0.705 1.342 0.4010
H 2.252 -1.678 -0.037 0.5815
H -1.124 -0.851 1.548 0.6573
H 0.440 -1.388 2.225 0.7383
H 0.433 -3.132 0.454 0.2764
H -1.170 -2.554 -0.012 0.2890
H -0.738 -2.441 3.770 0.4653
H -2.464 -4.273 4.587 0.2910
H -0.916 -5.052 4.535 0.2543
H 0.295 -1.427 -1.419 0.7066
H 0.783 0.163 -1.752 0.7656
H -2.073 -0.572 -0.659 0.2746
H -2.967 0.881 -2.299 0.4081
H -1.370 1.230 -4.317 0.5232
H 1.055 2.764 -6.111 0.3448

***

two) 50
Properties=species:S:1:pos:R:3:mulliken_charge:R:1 method="wB97M-V/def2-TZVPD" lumo_ev=-0.4 homo_lumo_gap_ev=8.75
C 4.053 0.514 -0.870 -0.4639
C 3.410 -0.141 -0.074 0.1251
C 2.886 -1.393 -0.396 0.2328
C 1.944 -1.763 -1.410 -0.2081
C 1.392 -0.888 -2.453 -1.4006
C 0.230 -0.063 -2.036 -0.5454
C -0.696 -0.218 -0.725 -2.0971
H -0.308 -0.919 -0.409 1.7526
H -1.668 -0.277 -1.351 0.0548
C -0.635 1.137 -0.026 2.0714
C -1.324 2.521 -0.840 -1.8106
H -2.230 2.071 -1.528 0.3258
H -0.506 2.515 -1.678 0.4269
H -1.563 3.235 -0.190 0.6266
C -1.565 0.911 1.093 -0.8673
C -3.123 0.658 1.103 -1.9119
C -3.350 -0.790 0.423 0.6117
C -4.275 -0.974 -0.532 -0.5343
C -4.157 -2.289 -0.896 -0.5812
O -3.389 -2.871 0.238 -0.2790
C -2.869 -1.923 0.768 0.9127
O -2.154 -2.021 1.897 -0.7483
H -3.931 -2.566 -1.781 0.5052
H -5.316 -2.784 -0.491 0.2813
H -4.840 -0.079 -1.441 0.2314
H -3.455 0.741 1.949 0.8503
H -3.475 1.302 0.370 0.4455
H -1.439 1.960 1.841 0.0752
H -1.250 0.031 1.879 0.1963
C 0.801 1.520 0.504 0.7101
C 0.890 3.080 0.965 -1.8169
H 0.608 3.705 0.152 0.5147
H 0.256 3.140 1.895 0.3376
H 1.878 3.014 1.325 0.5152
H 1.347 1.466 -0.471 -0.0059
C 1.415 0.759 1.467 0.0584
H 0.975 -0.430 1.119 -0.0749
H 1.145 0.892 2.715 0.1622
C 2.876 0.483 1.286 -1.6782
H 3.166 -0.098 2.139 0.5524
H 3.449 1.337 1.549 0.7152
H -0.162 0.812 -2.600 0.3394
H 1.824 -0.646 -3.195 0.8556
H 1.517 -2.890 -1.540 0.2519
C 3.078 -2.516 0.445 0.5618
O 4.105 -2.515 1.429 -0.6714
O 2.750 -3.887 0.238 -0.5119
H 3.128 -4.592 0.856 0.3715
H 4.292 0.172 -2.009 0.1984
H 4.267 1.560 -0.701 0.3369

***

Most favorable structure: one). The second most favorable one is 404.6 kcal/mol above it.

***

one) 111
Properties=species:S:1:pos:R:3:mulliken_charge:R:1 method="wB97M-V/def2-TZVPD" lumo_ev=2.0 total_charge=-1 homo_lumo_gap_ev=5.52
Cd 0.178 -0.816 -0.951 3.9669
O -1.349 -2.845 -1.420 -0.2765
C -2.124 -3.188 -0.261 2.9095
C -2.448 -1.867 0.533 -1.7642
O -3.434 -1.884 1.265 -0.7435
O -1.643 -0.900 0.373 -0.6069
C -3.409 -3.870 -0.709 -0.1563
C -4.277 -4.420 0.234 -0.2883
C -5.448 -5.040 -0.164 -0.8456
C -5.777 -5.127 -1.513 -0.4541
C -4.916 -4.592 -2.456 -0.9628
C -3.737 -3.970 -2.055 -0.0001
C -1.285 -4.110 0.617 -0.9449
C -0.606 -3.645 1.737 -0.0884
C 0.219 -4.497 2.455 -0.8365
C 0.380 -5.816 2.060 -0.4212
C -0.285 -6.285 0.936 -0.8110
C -1.113 -5.435 0.221 -0.1495
H -0.645 -3.506 -1.527 0.1166
H -4.026 -4.348 1.283 0.4120
H -6.111 -5.460 0.583 0.3800
H -6.693 -5.614 -1.822 0.3791
H -5.152 -4.661 -3.511 0.4090
H -3.059 -3.567 -2.795 0.3687
H -0.700 -2.609 2.037 0.4248
H 0.764 -4.117 3.310 0.4042
H 1.045 -6.469 2.612 0.3845
H -0.146 -7.307 0.605 0.3457
H -1.635 -5.803 -0.655 0.4769
I 2.698 -0.415 1.568 0.3664
C 3.591 1.067 2.816 -0.3508
C 4.877 0.763 3.186 -0.6296
C 5.558 1.474 4.194 -0.8313
C 4.904 2.446 4.883 -0.8643
C 3.579 2.803 4.534 0.9716
C 2.902 3.773 5.310 -0.8216
C 1.628 4.146 5.004 -1.2164
C 1.029 3.632 3.842 -0.4168
C 1.652 2.714 3.034 0.9870
P 0.930 2.480 1.334 1.4157
C -0.806 2.085 1.748 0.2749
C -1.094 1.229 2.811 -0.9315
C -2.382 0.765 3.016 -0.7546
C -3.409 1.151 2.169 -0.5059
C -3.139 2.010 1.117 -1.0106
C -1.846 2.464 0.898 0.1996
C 0.887 4.266 0.857 0.2954
C -0.143 5.175 1.090 0.1674
C -0.030 6.495 0.680 -0.7637
C 1.120 6.935 0.038 -0.5359
C 2.156 6.041 -0.198 -0.6576
C 2.031 4.717 0.198 -0.7021
C 2.927 2.184 3.424 0.2849
H 5.363 -0.087 2.724 0.4424
H 6.575 1.201 4.448 0.3736
H 5.376 2.959 5.713 0.3314
H 3.419 4.203 6.160 0.3414
H 1.098 4.868 5.612 0.4189
H 0.055 4.007 3.553 0.3041
H -0.297 0.904 3.469 0.3617
H -2.581 0.064 3.816 0.3185
H -4.402 0.746 2.307 0.3225
H -3.930 2.312 0.440 0.3747
H -1.649 3.115 0.055 0.2261
H -1.049 4.848 1.585 0.3274
H -0.845 7.185 0.864 0.4250
H 1.208 7.968 -0.277 0.3528
H 3.057 6.373 -0.700 0.4040
H 2.831 4.012 -0.004 0.2748
C 3.953 1.975 -3.143 -1.2455
S 3.251 1.131 -1.718 0.6327
C 4.001 -0.464 -2.006 -0.5696
O 1.794 0.988 -2.064 -0.7719
H 3.650 1.444 -4.045 0.3138
H 5.039 2.001 -3.050 0.3961
H 3.556 2.989 -3.152 0.3675
H 5.067 -0.393 -1.784 0.4927
H 3.817 -0.771 -3.036 0.3354
H 3.500 -1.153 -1.317 -0.1950
C -1.198 0.159 -4.260 -1.4338
P -1.475 0.513 -2.490 0.8427
C -3.151 -0.125 -2.201 -0.6645
C -1.683 2.326 -2.480 0.2597
C -0.552 3.133 -2.357 -0.3268
C -0.679 4.514 -2.307 -0.4533
C -1.933 5.103 -2.370 -0.6389
C -3.062 4.307 -2.494 -0.7586
C -2.938 2.926 -2.553 -0.5564
H -0.207 0.516 -4.541 0.3565
H -1.955 0.636 -4.884 0.4591
H -1.224 -0.923 -4.400 0.4068
H -3.866 0.204 -2.957 0.7269
H -3.474 0.170 -1.202 -0.0018
H -3.089 -1.214 -2.222 -0.2035
H 0.421 2.668 -2.257 0.2469
H 0.203 5.129 -2.177 0.4868
H -2.031 6.180 -2.303 0.3811
H -4.046 4.759 -2.535 0.3976
H -3.831 2.321 -2.638 0.3561
Cl 1.046 -2.376 -3.370 -0.2140
C 1.559 -3.629 -2.228 0.2807
C 1.646 -4.914 -2.732 -0.3888
C 2.206 -5.930 -1.977 -0.7056
C 2.742 -5.585 -0.731 -0.3547
C 2.646 -4.311 -0.241 0.1348
Cl 3.414 -3.967 1.292 -0.2207
C 1.936 -3.212 -0.883 -0.7585
N 1.729 -2.060 -0.316 -0.7986
H 1.290 -5.104 -3.738 0.4077
H 2.263 -6.942 -2.351 0.3840
H 3.246 -6.330 -0.127 0.3969

***

two) 111
Properties=species:S:1:pos:R:3:mulliken_charge:R:1 method="wB97M-V/def2-TZVPD" lumo_ev=1.8 total_charge=-1 homo_lumo_gap_ev=5.24
Cd 0.394 0.596 -0.194 1.5291
O 0.398 1.705 2.187 -0.1035
C 0.262 3.100 2.418 1.9062
C 0.144 3.749 0.987 -0.3967
O -0.175 4.935 0.943 -0.6987
O 0.486 2.996 0.023 -0.8236
C -0.970 3.387 3.257 -0.5596
C -1.894 2.383 3.534 -0.1764
C -3.014 2.643 4.313 -0.8261
C -3.230 3.913 4.825 -0.4042
C -2.329 4.926 4.530 -1.0873
C -1.213 4.668 3.748 0.1913
C 1.568 3.601 3.035 -0.3391
C 2.698 3.686 2.224 -0.1478
C 3.926 4.035 2.760 -0.9648
C 4.048 4.294 4.119 -0.4244
C 2.933 4.200 4.936 -0.9260
C 1.700 3.851 4.398 -0.1429
H 0.654 1.278 3.012 0.3967
H -1.745 1.390 3.133 0.4374
H -3.722 1.847 4.513 0.4105
H -4.096 4.115 5.443 0.4065
H -2.500 5.927 4.906 0.3902
H -0.524 5.466 3.504 0.5113
H 2.610 3.471 1.165 0.4393
H 4.792 4.100 2.113 0.4210
H 5.010 4.558 4.541 0.3897
H 3.018 4.393 5.999 0.3914
H 0.837 3.779 5.047 0.4001
I -2.023 -1.639 0.932 0.2534
C -1.670 -3.608 1.658 -0.1945
C -2.196 -3.733 2.917 -0.6172
C -2.229 -4.962 3.590 -0.8813
C -1.746 -6.064 2.964 -0.8063
C -1.155 -5.973 1.683 1.1942
C -0.655 -7.164 1.119 -0.8346
C -0.051 -7.156 -0.099 -1.1855
C 0.107 -5.938 -0.766 -0.3176
C -0.350 -4.733 -0.270 0.2502
P 0.137 -3.266 -1.334 1.1164
C 1.956 -3.573 -1.340 0.8924
C 2.726 -4.193 -2.318 0.0301
C 4.108 -4.254 -2.188 -0.8776
C 4.738 -3.703 -1.083 -0.6966
C 3.976 -3.105 -0.088 -0.5550
C 2.600 -3.042 -0.221 -1.2901
C -0.494 -3.936 -2.926 0.1601
C 0.133 -3.637 -4.137 -0.4748
C -0.412 -4.057 -5.341 -0.7469
C -1.622 -4.736 -5.364 -0.4992
C -2.282 -4.991 -4.171 -0.6220
C -1.722 -4.598 -2.964 -0.6074
C -1.053 -4.716 0.979 0.5237
H -2.616 -2.861 3.398 0.4315
H -2.655 -5.022 4.583 0.3802
H -1.794 -7.038 3.438 0.3420
H -0.752 -8.083 1.685 0.3402
H 0.327 -8.069 -0.541 0.4311
H 0.618 -5.940 -1.718 0.2872
H 2.265 -4.646 -3.184 0.4807
H 4.696 -4.729 -2.965 0.3930
H 5.817 -3.738 -0.999 0.3858
H 4.456 -2.667 0.778 0.5138
H 2.009 -2.561 0.551 0.5835
H 1.042 -3.051 -4.136 0.6872
H 0.104 -3.838 -6.269 0.3956
H -2.054 -5.051 -6.306 0.3749
H -3.239 -5.500 -4.175 0.3984
H -2.251 -4.805 -2.042 0.4033
C 0.514 0.943 -3.777 -0.5741
S -0.904 0.119 -3.030 0.2757
C -2.183 0.648 -4.190 -1.1725
O -1.172 3.291 -2.198 -0.5183
H 0.342 2.019 -3.774 0.2976
H 0.656 0.570 -4.792 0.4053
H 1.379 0.700 -3.149 -0.1996
H -1.889 0.364 -5.200 0.3755
H -2.322 1.728 -4.118 0.2454
H -3.102 0.127 -3.925 0.3849
C -2.226 3.818 -1.428 -1.2507
P -2.747 2.676 -0.029 1.7310
C -3.818 1.536 -1.017 -1.0351
C -4.027 3.803 0.659 0.4205
C -3.690 5.120 0.974 -0.4410
C -4.638 5.986 1.502 -0.7054
C -5.931 5.546 1.746 -0.4812
C -6.267 4.229 1.471 -0.6023
C -5.322 3.363 0.940 -0.7104
H -1.941 4.778 -0.994 0.5124
H -3.086 3.967 -2.086 0.5907
H -0.393 3.306 -1.603 0.3880
H -4.598 2.084 -1.549 0.4120
H -4.273 0.777 -0.377 0.4178
H -3.169 1.030 -1.731 -0.2523
H -2.674 5.467 0.825 0.0419
H -4.355 7.004 1.739 0.4076
H -6.669 6.221 2.162 0.3701
H -7.272 3.873 1.666 0.3912
H -5.603 2.337 0.739 0.3036
Cl 4.439 0.604 -2.962 -0.2772
C 4.507 0.210 -1.266 0.4251
C 5.737 0.094 -0.673 -0.5125
C 5.854 -0.221 0.684 -0.5285
C 4.691 -0.449 1.403 -1.0002
C 3.458 -0.344 0.794 0.5190
Cl 2.054 -0.768 1.751 -0.3107
C 3.235 0.048 -0.583 -0.2006
N 2.114 0.214 -1.238 -0.5664
H 6.626 0.257 -1.271 0.4032
H 6.824 -0.300 1.156 0.3887
H 4.740 -0.726 2.450 0.3897

***

Most favorable structure: one). The second most favorable one is 36.9 kcal/mol above it.

***

one) 11
Properties=species:S:1:pos:R:3:mulliken_charge:R:1 method="wB97M-V/def2-TZVPD" lumo_ev=-0.1 homo_lumo_gap_ev=8.43
C 0.699 1.047 0.182 0.3113
C -2.690 0.655 -0.078 -0.1952
N -0.429 0.954 0.582 0.0149
N -1.654 1.270 0.249 -0.2966
N 0.719 -1.444 -0.349 -0.3236
N 1.690 -1.924 -0.058 0.8151
O 3.002 0.036 -0.361 -0.5192
O 2.652 -2.402 0.363 -0.5078
S 2.322 1.272 -0.029 0.1938
H -2.669 -0.479 -0.215 0.2189
H -3.641 1.015 -0.286 0.2884

***

two) 11
Properties=species:S:1:pos:R:3:mulliken_charge:R:1 method="wB97M-V/def2-TZVPD" lumo_ev="-3.8 / -3.8" homo_lumo_gap_ev="6.90 / 6.91"
C -0.022 -0.175 0.709 -0.0532
C 0.121 0.462 -0.511 -0.2997
N 0.617 0.659 1.628 -0.5603
N 0.891 1.518 -0.336 -0.3146
N 2.707 3.051 1.357 -0.1719
N 1.018 1.609 0.919 0.3721
O 5.173 2.884 0.916 -0.4090
O 3.716 0.907 0.332 -0.3821
S 3.884 2.277 0.797 1.0058
H -0.758 -1.025 0.983 0.3214
H -0.112 0.259 -1.456 0.4917

***

three) 11
Properties=species:S:1:pos:R:3:mulliken_charge:R:1 method="wB97M-V/def2-TZVPD" lumo_ev="-1.8 / -4.4" homo_lumo_gap_ev="7.79 / 5.33"
C -0.023 -1.403 -1.361 -0.1321
C -1.097 0.357 -1.365 0.2735
N -0.707 -1.277 -2.486 -0.3626
N -1.403 -0.164 -2.510 -0.3878
N 0.158 2.326 1.323 -0.1707
N -0.294 -0.336 -0.556 0.0148
O 1.380 1.758 3.483 -0.3944
O 0.497 -0.036 1.983 -0.5332
S 0.755 1.368 2.256 0.9733
H 0.636 -2.284 -1.165 0.3641
H 0.099 -0.310 0.398 0.3550

***

Most favorable structure: one). The second most favorable one is 24.1 kcal/mol above it.

***

one) 18
Properties=species:S:1:pos:R:3:mulliken_charge:R:1 method="wB97M-V/def2-TZVPD" lumo_ev="0.4 / 0.4" homo_lumo_gap_ev="8.02 / 8.18"
C 0.477 0.483 0.551 -0.5159
C -1.730 0.493 -0.635 -0.0963
C 1.489 1.403 0.077 -0.7461
C 2.719 -0.886 0.307 -1.8144
C -3.813 -0.338 0.066 -0.6846
C 1.586 -0.090 -0.211 1.1575
O 1.336 -0.541 -1.505 -0.5686
O -2.450 0.068 0.299 -0.0710
H 2.145 1.819 0.695 0.3232
H 1.127 2.137 -0.649 0.1825
H 0.232 0.323 1.528 0.2968
H 2.470 -1.956 0.611 0.2823
H 3.351 -1.103 -0.428 0.5472
H 3.203 -0.478 1.107 0.4195
H -4.339 0.212 -0.869 0.2741
H -4.537 -0.218 0.794 0.3342
H -3.915 -1.369 -0.004 0.3384
H 0.648 0.043 -1.734 0.3411

***

two) 18
Properties=species:S:1:pos:R:3:mulliken_charge:R:1 method="wB97M-V/def2-TZVPD" lumo_ev=0.6 smiles=c1ccccc1.O.O homo_lumo_gap_ev=10.06
C -0.404 1.240 2.225 -0.3177
C 0.942 1.525 1.970 -0.4039
C 1.268 2.008 0.717 -0.2952
C 0.315 2.180 -0.283 -0.4550
C -1.032 2.111 0.069 -0.3406
C -1.386 1.595 1.311 -0.3488
H -0.714 0.693 3.101 0.3681
H 1.626 1.359 2.791 0.3625
H 2.266 2.367 0.514 0.3386
H 0.559 2.463 -1.300 0.3984
H -1.781 2.467 -0.636 0.3460
H -2.430 1.461 1.573 0.3501
O 1.110 -4.625 -1.432 -0.6446
H 1.149 -5.394 -2.006 0.3160
H 0.574 -3.990 -1.934 0.3643
O -0.613 -2.605 -2.603 -0.7223
H -0.015 -2.189 -1.970 0.3417
H -1.437 -2.667 -2.106 0.3424

***

Most favorable structure: two). The second most favorable one is 188.3 kcal/mol above it.